Record 1
DFT (the ωB97M-V functional and the def2-TZVPD basis) results for a structure of composition C48H47AuO2Sb3.

The total charge is +3. The value obtained for the frontier orbital gap (alpha / beta) is 4.63 / 4.64 eV. For the HOMO energy (alpha / beta), the calculation gives -15.0 / -15.0 eV.

XYZ file:
```
101
Properties=species:S:1:pos:R:3:forces:R:3
Au 0.015 -2.346 -0.318 -0.162 0.197 -0.127
C -1.360 1.395 1.082 0.398 0.277 0.373
C -1.741 0.667 2.374 0.244 0.197 -0.107
C -1.306 -0.782 2.433 0.434 -0.642 -0.074
Sb 0.947 -0.952 2.513 0.908 0.993 0.294
C 1.218 -0.096 4.483 -0.063 -0.290 -0.735
C 1.133 -1.040 5.504 -0.050 -0.149 -0.266
C 1.175 -0.623 6.823 -0.029 0.010 0.089
C 1.294 0.727 7.120 0.015 -0.079 -0.119
C 1.379 1.659 6.097 -0.021 0.028 -0.016
C 1.339 1.255 4.768 0.023 0.210 -0.248
C 2.642 -2.335 2.273 -1.096 0.499 0.281
C 2.755 -3.205 1.208 -0.095 -0.046 -0.089
C 3.937 -3.907 1.036 -0.218 -0.058 -0.277
C 4.990 -3.724 1.918 -0.060 0.069 0.074
C 4.869 -2.827 2.967 -0.006 -0.007 -0.075
C 3.687 -2.123 3.153 -0.113 0.236 0.375
Sb 2.001 2.131 -0.882 0.609 -0.221 -0.279
C 4.014 1.359 -1.425 -1.776 1.004 0.800
C 5.101 1.560 -0.599 0.557 -0.048 -0.119
C 6.344 1.126 -1.047 -0.042 0.110 0.413
C 6.472 0.492 -2.270 0.129 -0.076 -0.129
C 5.364 0.292 -3.076 -0.154 -0.123 -0.030
C 4.117 0.721 -2.646 0.097 -0.039 -0.221
C 1.995 4.187 -0.206 0.454 -1.305 -0.483
C 2.720 5.141 -0.898 0.055 0.232 0.238
C 2.632 6.463 -0.484 -0.031 0.111 -0.258
C 1.796 6.819 0.562 0.005 0.098 0.054
C 1.059 5.853 1.230 -0.188 0.017 -0.091
C 1.149 4.529 0.835 -0.019 0.051 0.133
H -1.146 2.435 1.332 0.145 -0.153 -0.012
H -0.451 0.959 0.681 0.165 0.198 -0.034
H -2.826 0.700 2.518 0.017 -0.095 0.144
H -1.302 1.199 3.223 -0.090 0.052 -0.040
H -1.683 -1.381 1.605 0.068 -0.026 0.153
H -1.598 -1.230 3.381 0.047 -0.159 0.048
H 1.033 -2.094 5.277 0.032 -0.138 0.074
H 1.110 -1.351 7.618 0.006 -0.055 0.032
H 1.321 1.047 8.150 0.014 0.053 0.081
H 1.474 2.708 6.337 0.027 0.073 -0.037
H 1.413 1.985 3.972 0.035 0.045 0.011
H 1.926 -3.342 0.510 -0.063 -0.234 -0.135
H 4.033 -4.601 0.214 0.010 -0.045 -0.069
H 5.905 -4.280 1.787 0.077 -0.051 -0.032
H 5.693 -2.669 3.645 0.050 0.011 0.083
H 3.605 -1.428 3.982 -0.019 -0.044 -0.045
H 5.007 2.043 0.364 -0.014 0.085 -0.006
H 7.216 1.298 -0.434 0.087 -0.046 0.050
H 7.443 0.147 -2.597 0.037 0.052 -0.035
H 5.462 -0.197 -4.033 0.050 -0.058 -0.074
H 3.248 0.559 -3.271 -0.062 0.045 -0.063
H 3.351 4.877 -1.736 0.129 -0.020 0.010
H 3.203 7.218 -1.004 0.022 0.094 -0.005
H 1.702 7.857 0.848 0.079 0.020 0.047
H 0.393 6.128 2.034 0.002 0.077 0.095
H 0.573 3.766 1.340 0.013 -0.048 0.147
O 1.575 0.039 0.867 -0.524 -1.419 0.679
O 1.866 1.418 1.039 0.056 1.051 0.124
C -3.652 -3.986 0.174 0.010 -0.025 0.028
C -4.589 -2.837 -0.037 0.090 -0.092 0.068
C -5.918 -2.915 0.374 0.121 0.031 -0.051
C -6.796 -1.865 0.173 0.084 0.006 -0.028
C -6.367 -0.716 -0.473 0.030 0.102 -0.059
C -5.051 -0.613 -0.892 0.009 0.203 0.005
C -4.172 -1.661 -0.652 0.700 0.209 -0.158
Sb -2.162 -1.414 -1.401 -0.149 -1.070 -0.200
C -1.985 -2.411 -3.296 -0.217 0.380 0.257
C -0.975 -3.350 -3.411 0.370 -0.158 0.216
C -0.846 -4.101 -4.567 -0.044 0.019 0.065
C -1.748 -3.914 -5.605 0.122 -0.015 0.155
C -2.759 -2.980 -5.482 -0.041 0.150 0.213
C -2.901 -2.210 -4.326 0.025 0.016 -0.098
C -4.016 -1.226 -4.207 -0.248 -0.048 -0.015
C -1.922 0.698 -1.297 0.315 0.484 -0.045
C -2.427 1.401 -0.072 -0.954 0.204 -1.163
C -2.700 2.844 -0.359 0.384 -0.754 0.339
C -2.055 3.490 -1.358 0.057 0.564 -0.408
C -1.230 2.787 -2.257 -0.699 0.201 0.821
C -1.227 1.382 -2.267 -0.255 -1.311 -0.028
C -0.555 0.657 -3.396 0.028 0.003 -0.126
H -4.197 -4.865 0.508 0.058 -0.091 0.003
H -2.905 -3.747 0.935 0.056 -0.046 0.030
H -3.135 -4.242 -0.753 0.038 -0.092 -0.011
H -6.265 -3.819 0.852 -0.022 -0.107 0.056
H -7.816 -1.948 0.511 -0.123 -0.005 0.010
H -7.049 0.096 -0.659 -0.127 0.100 -0.028
H -4.727 0.279 -1.418 -0.071 -0.001 0.002
H -0.279 -3.502 -2.588 0.002 -0.087 -0.166
H -0.057 -4.831 -4.649 0.085 -0.069 -0.017
H -1.659 -4.499 -6.507 -0.002 -0.053 -0.102
H -3.460 -2.840 -6.290 -0.090 0.041 -0.094
H -4.332 -0.876 -5.187 -0.008 0.119 0.010
H -3.726 -0.362 -3.601 -0.069 0.082 -0.065
H -4.881 -1.700 -3.737 -0.041 0.099 0.035
H -3.330 0.916 0.315 0.012 0.059 -0.059
H -3.341 3.371 0.330 -0.002 0.201 0.184
H -2.194 4.549 -1.502 0.036 0.156 0.054
H -0.713 3.333 -3.031 0.185 0.049 -0.076
H 0.038 1.342 -3.997 0.105 -0.059 -0.008
H -1.297 0.203 -4.054 -0.006 -0.014 -0.053
H 0.092 -0.141 -3.022 0.045 0.095 -0.068
```
Forces are in eV/Å.



Record 2
DFT (the ωB97M-V functional and the def2-TZVPD basis) results for a structure of composition C48H47BCsGeN10O2Se.

The total charge is -1. The value obtained for the frontier orbital gap is 6.91 eV. For the HOMO energy, the calculation gives -5.9 eV.

XYZ file:
```
111
Properties=species:S:1:pos:R:3:forces:R:3
Cs 1.577 0.455 -0.850 -0.468 0.033 -0.234
C -1.766 2.315 -2.791 0.100 0.023 -0.004
C -0.787 3.115 -1.989 0.085 0.185 0.020
C -0.239 4.389 -2.251 -0.068 -0.024 0.035
C 0.548 4.670 -1.153 0.093 0.030 0.002
C 1.341 5.910 -0.889 -0.030 -0.092 0.041
N 0.484 3.603 -0.312 -0.120 0.100 -0.068
N -0.344 2.664 -0.832 -0.162 -0.136 0.027
B 0.970 3.506 1.169 0.033 0.189 0.207
N -0.207 3.196 2.108 0.132 0.200 -0.091
N -0.935 2.064 2.003 -0.085 -0.282 0.077
C -1.884 2.135 2.916 0.035 0.274 0.014
C -2.875 1.029 3.091 0.057 0.033 -0.066
C -1.791 3.354 3.627 -0.012 -0.128 0.051
C -0.705 4.000 3.081 -0.035 -0.074 0.000
C -0.136 5.335 3.440 -0.010 -0.062 -0.051
N 2.138 2.481 1.412 0.020 -0.259 0.272
N 1.908 1.221 1.869 0.012 -0.076 0.325
C 3.088 0.630 2.011 -0.181 0.295 0.194
C 3.167 -0.802 2.438 0.086 0.065 -0.017
C 4.119 1.526 1.677 0.044 -0.152 -0.014
C 3.474 2.687 1.306 -0.041 0.250 -0.152
C 4.066 3.977 0.839 -0.006 -0.102 -0.007
H -1.731 2.587 -3.846 -0.005 -0.023 -0.012
H -2.782 2.477 -2.425 -0.010 0.003 -0.026
H -1.556 1.247 -2.700 -0.018 -0.007 -0.005
H -0.395 5.020 -3.112 -0.003 0.000 0.005
H 1.191 6.609 -1.711 0.012 0.008 -0.005
H 2.408 5.698 -0.808 0.007 0.028 0.010
H 1.031 6.392 0.038 0.012 0.016 -0.003
H 1.412 4.591 1.449 -0.039 -0.035 -0.021
H -2.799 0.337 2.253 -0.008 -0.007 0.003
H -3.893 1.421 3.128 -0.019 -0.029 0.012
H -2.695 0.477 4.017 -0.025 -0.018 -0.002
H -2.423 3.708 4.428 0.014 0.014 -0.005
H -0.697 5.745 4.279 0.007 0.022 0.003
H -0.202 6.034 2.605 0.016 0.019 0.016
H 0.914 5.260 3.726 0.001 0.018 0.004
H 2.164 -1.221 2.511 0.009 0.008 0.016
H 3.656 -0.907 3.408 0.000 0.008 0.004
H 3.734 -1.392 1.715 -0.010 -0.009 0.002
H 5.181 1.345 1.713 0.017 0.063 -0.063
H 5.117 4.022 1.121 0.009 -0.003 -0.017
H 3.544 4.828 1.274 0.019 0.018 -0.002
H 4.006 4.065 -0.249 -0.006 0.033 0.001
Se -4.059 -7.372 1.480 -0.288 -0.734 0.266
N -3.066 -6.149 2.264 0.382 0.582 0.130
C -2.905 -5.170 1.405 -0.088 -0.223 0.117
C -2.135 -3.965 1.673 0.099 0.099 0.000
C -1.536 -3.715 2.911 -0.070 -0.069 -0.028
C -0.833 -2.547 3.091 0.004 0.052 -0.005
C -0.705 -1.674 2.007 0.127 -0.111 -0.037
N -1.239 -1.925 0.826 -0.063 0.439 -0.220
C -1.985 -3.016 0.656 0.090 -0.050 0.258
C -2.705 -3.163 -0.628 -0.185 0.043 -0.162
N -2.659 -2.135 -1.483 0.092 0.008 0.056
C -3.351 -2.212 -2.604 0.084 -0.048 -0.021
C -4.114 -3.323 -2.965 0.003 0.019 -0.050
C -4.170 -4.384 -2.093 -0.052 -0.082 0.067
C -3.471 -4.308 -0.888 0.072 0.087 -0.050
C -3.551 -5.350 0.125 -0.098 -0.232 0.078
N -4.221 -6.468 -0.020 0.060 0.494 -0.543
H -1.654 -4.441 3.705 0.015 0.008 0.004
H -0.381 -2.302 4.043 0.006 0.001 -0.004
H -0.152 -0.739 2.088 -0.038 -0.009 0.061
H -3.295 -1.346 -3.258 0.011 -0.013 -0.044
H -4.652 -3.338 -3.903 0.011 0.018 0.001
H -4.757 -5.269 -2.304 0.005 0.009 -0.013
O 2.960 -1.069 -4.185 -0.087 -0.076 0.043
C 2.592 -1.572 -3.094 0.239 -0.100 -0.019
O 3.118 -1.390 -1.975 0.414 -0.609 -0.203
C 1.329 -2.437 -3.181 0.054 0.152 -0.259
C 0.211 -1.666 -3.878 -0.044 -0.081 -0.064
Ge 0.737 -0.699 -5.518 -0.072 0.005 -0.089
C -1.068 -0.149 -6.198 0.073 -0.035 0.049
C -2.130 -1.058 -6.238 0.011 0.051 0.010
C -3.401 -0.675 -6.649 0.021 -0.016 0.013
C -3.639 0.638 -7.031 0.016 0.022 0.001
C -2.598 1.556 -7.007 -0.039 -0.009 -0.011
C -1.330 1.162 -6.597 0.008 -0.043 0.030
C 1.420 -1.934 -6.900 -0.076 0.058 0.109
C 0.636 -2.251 -8.010 0.094 0.027 0.026
C 1.086 -3.147 -8.972 0.003 0.002 -0.014
C 2.334 -3.738 -8.839 -0.022 -0.010 -0.034
C 3.129 -3.426 -7.746 -0.015 0.028 0.028
C 2.678 -2.531 -6.782 -0.008 -0.057 -0.065
C 1.756 0.977 -5.513 0.041 -0.129 -0.024
C 2.720 1.159 -6.505 -0.106 -0.001 0.081
C 3.556 2.267 -6.495 -0.018 0.011 0.008
C 3.446 3.211 -5.483 0.058 0.000 -0.079
C 2.484 3.050 -4.499 -0.153 0.025 0.052
C 1.640 1.946 -4.521 0.062 0.060 -0.037
H 1.020 -2.789 -2.195 0.056 -0.014 -0.009
H 1.593 -3.299 -3.802 -0.036 -0.073 0.096
H -0.296 -0.978 -3.192 0.017 0.046 -0.008
H -0.558 -2.371 -4.208 -0.096 0.102 0.011
H -1.959 -2.091 -5.951 -0.038 -0.006 0.011
H -4.207 -1.401 -6.673 0.003 -0.004 -0.002
H -4.629 0.945 -7.346 -0.001 -0.003 -0.001
H -2.778 2.582 -7.305 0.013 0.003 0.001
H -0.527 1.892 -6.576 -0.010 0.013 -0.005
H -0.335 -1.787 -8.133 -0.011 -0.020 -0.014
H 0.462 -3.381 -9.827 0.000 0.002 0.001
H 2.686 -4.438 -9.588 0.004 0.001 0.002
H 4.106 -3.882 -7.643 0.005 0.008 0.017
H 3.291 -2.281 -5.926 0.017 -0.011 -0.009
H 2.832 0.410 -7.280 0.045 0.019 -0.015
H 4.303 2.384 -7.271 0.006 0.008 0.004
H 4.109 4.068 -5.464 -0.006 0.004 0.002
H 2.375 3.788 -3.712 -0.013 -0.012 0.012
H 0.890 1.859 -3.741 -0.048 -0.048 0.016
```
Forces are in eV/Å.



Maximum force, record by record: 2.191; 0.833 eV/A
Relative energy (zero: lowest compared OMol25 entry of this formula, charge and spin), record by record: 344.2; 93.9 kJ/mol
E, record by record: -77905.8011; -192627.7746 eV